This record from OMol25 describes an isolated molecule of C3H3Cl3 in a non-equilibrium geometry. The level of theory is ωB97M-V/def2-TZVPD.

Computed properties:
Calculated total energy   -40726.0282 eV
HOMO-LUMO gap   0.378 Eh
Largest force on an atom   2.95 eV/A
Relative energy (zero: lowest compared OMol25 entry of this formula, charge and spin)   6.5 kcal/mol
SMILES   ClCC=C(Cl)Cl

Geometry as ORCA input:
```
! RIJCOSX wB97M-V def2-TZVPD def2/J DEFGRID3
* xyz 0 1
Cl 2.181 -0.890 1.091
H 1.708 0.314 -0.957
C -0.042 0.558 0.244
H 0.022 1.185 1.156
Cl -2.690 1.073 0.525
Cl -1.751 -1.104 -1.006
C -1.340 0.281 -0.043
H 0.747 -1.148 -0.796
C 1.166 -0.268 -0.213
*
```